[1]
This record from the Open Molecules 2025 dataset describes a 2-piece molecular cluster, C9H14O overall at a distorted geometry. The level of theory is ωB97M-V with the def2-TZVPD basis set.

Computed properties:
- LUMO energy (eV) = 0.91
- HOMO-LUMO gap (eV) = 9.356
- SMILES string = Cc1ccc(O)cc1.CC
- E_HOMO (eV) = -8.450

The geometry in XYZ format:
```
24
C9H14O | the Open Molecules 2025 dataset | ωB97M-V with the def2-TZVPD basis set
C 0.02 2.35 1.91
C 0.74 1.48 0.90
C 0.16 1.06 -0.31
C 0.83 0.21 -1.17
C 2.14 -0.16 -0.89
O 2.73 -0.94 -1.86
C 2.81 0.37 0.20
C 2.08 1.19 1.07
H -0.14 1.74 2.81
H -0.95 2.66 1.55
H 0.59 3.25 2.12
H -0.89 1.26 -0.47
H 0.31 -0.20 -2.02
H 3.66 -0.97 -1.74
H 3.86 0.19 0.39
H 2.62 1.61 1.90
C -2.52 -1.63 0.18
C -2.64 -2.16 -1.28
H -1.48 -1.63 0.50
H -2.76 -0.56 0.15
H -3.17 -2.14 0.88
H -1.73 -2.11 -1.88
H -2.79 -3.23 -1.16
H -3.45 -1.64 -1.77
```


[2]
This record from the Open Molecules 2025 dataset describes C45H59N4O3PS3Se2TeV as an isolated structure at a distorted geometry. The level of theory is ωB97M-V with the def2-TZVPD basis set.

Computed properties:
- LUMO energy (spin up / spin down) (eV) = 3.77 / 3.77
- net charge = -2
- HOMO-LUMO gap (spin up / spin down) (eV) = 4.976 / 5.366
- multiplicity = 4
- E_HOMO (spin up / spin down) (eV) = -1.203 / -1.594

The geometry in XYZ format:
```
119
C45H59N4O3PS3Se2TeV | the Open Molecules 2025 dataset | ωB97M-V with the def2-TZVPD basis set
V -0.24 -0.11 1.77
S 1.89 -1.13 1.06
C 2.54 -0.09 -0.11
N 3.45 -0.63 -1.06
C 3.83 0.29 -2.11
C 4.22 1.60 -1.47
N 3.06 2.16 -0.82
C 3.11 3.57 -0.49
C 2.27 4.48 -1.36
C 1.19 5.16 -0.83
C 0.45 6.03 -1.62
C 0.78 6.21 -2.96
C 1.85 5.52 -3.50
C 2.59 4.66 -2.70
C 2.26 1.30 -0.09
S 0.98 1.94 0.81
C 3.08 -1.95 -1.57
C 4.19 -2.55 -2.40
C 5.40 -2.88 -1.80
C 6.44 -3.40 -2.55
C 6.29 -3.60 -3.91
C 5.08 -3.28 -4.52
C 4.04 -2.75 -3.76
H 3.00 0.47 -2.81
H 4.68 -0.12 -2.67
H 4.58 2.30 -2.23
H 5.04 1.43 -0.75
H 4.16 3.88 -0.57
H 2.81 3.70 0.56
H 0.91 4.99 0.20
H -0.40 6.55 -1.20
H 0.19 6.88 -3.58
H 2.11 5.64 -4.55
H 3.43 4.12 -3.13
H 2.15 -1.89 -2.15
H 2.88 -2.59 -0.71
H 5.51 -2.71 -0.73
H 7.38 -3.65 -2.06
H 7.10 -4.01 -4.50
H 4.95 -3.44 -5.58
H 3.10 -2.50 -4.24
C -2.96 0.51 5.88
C -3.18 1.66 4.92
O -2.39 1.44 3.77
P -2.99 1.30 2.30
O -1.77 1.07 1.43
Te -4.88 -0.08 2.13
O -3.51 2.81 2.01
C -2.54 3.86 1.97
C -3.12 5.01 1.18
H -3.44 0.73 6.84
H -1.89 0.36 6.03
H -3.37 -0.41 5.46
H -2.85 2.61 5.35
H -4.24 1.75 4.65
H -1.61 3.50 1.53
H -2.33 4.17 3.00
H -3.35 4.69 0.17
H -2.39 5.82 1.13
H -4.03 5.39 1.65
Se -1.05 -1.67 3.41
C -1.87 -3.30 2.82
C -1.32 -4.13 1.84
C -1.93 -5.34 1.53
C -3.10 -5.73 2.17
C -3.65 -4.91 3.14
C -3.04 -3.70 3.46
H -0.42 -3.81 1.33
H -1.50 -5.98 0.77
H -3.57 -6.68 1.92
H -4.57 -5.19 3.64
H -3.48 -3.05 4.20
C -2.88 -3.30 -1.74
C -1.39 -2.92 -1.84
C -1.11 -2.27 -3.20
C -0.53 -4.18 -1.72
C -1.06 -1.98 -0.75
C -0.83 -1.22 0.18
H -3.15 -4.00 -2.53
H -3.50 -2.41 -1.81
H -3.08 -3.76 -0.77
H -1.50 -2.90 -4.01
H -0.04 -2.14 -3.35
H -1.58 -1.29 -3.27
H -0.72 -4.85 -2.57
H -0.75 -4.72 -0.80
H 0.53 -3.92 -1.72
C -4.08 0.51 -3.33
N -3.53 1.44 -2.36
C -4.47 1.85 -1.33
C -2.27 1.89 -2.38
S -1.67 3.05 -1.38
N -1.45 1.29 -3.38
C -1.42 2.09 -4.60
C -0.09 1.00 -2.91
H -4.55 -0.32 -2.81
H -3.30 0.14 -3.98
H -4.85 1.02 -3.93
H -5.35 2.32 -1.79
H -4.00 2.54 -0.65
H -4.80 0.97 -0.76
H -2.44 2.36 -4.89
H -0.97 1.51 -5.40
H -0.84 3.02 -4.46
H -0.14 0.43 -1.98
H 0.49 1.91 -2.72
H 0.40 0.40 -3.68
Se 1.05 0.97 4.06
C 1.63 -0.40 5.26
C 1.53 -0.20 6.64
C 2.00 -1.14 7.55
C 2.58 -2.32 7.10
C 2.67 -2.54 5.73
C 2.20 -1.60 4.83
H 1.06 0.71 7.00
H 1.90 -0.96 8.61
H 2.95 -3.06 7.80
H 3.10 -3.46 5.35
H 2.27 -1.79 3.76
```


[3]
This record from the Open Molecules 2025 dataset describes a 2-piece molecular cluster, C4H14N3 overall at a distorted geometry. The level of theory is ωB97M-V with the def2-TZVPD basis set.

Computed properties:
- LUMO energy (eV) = -3.24
- net charge = +1
- HOMO-LUMO gap (eV) = 11.561
- E_HOMO (eV) = -14.798

The geometry in XYZ format:
```
21
C4H14N3 | the Open Molecules 2025 dataset | ωB97M-V with the def2-TZVPD basis set
C -0.49 1.71 -2.03
C 0.10 -0.55 -1.12
N -0.75 0.30 -1.69
N 1.45 -0.40 -1.04
N -0.40 -1.73 -0.66
H -1.73 0.08 -1.53
H 1.69 0.60 -1.02
H 1.88 -1.05 -0.38
H -1.43 -1.82 -0.65
H -0.06 -2.04 0.24
H -0.63 2.22 -1.03
H -1.29 2.15 -2.64
H 0.57 1.87 -2.35
C 0.68 -0.14 3.20
C -0.57 0.61 2.59
H 0.91 0.39 4.13
H 0.47 -1.20 3.26
H 1.44 0.03 2.41
H -0.47 0.57 1.48
H -0.52 1.70 2.77
H -1.37 -0.01 2.96
```


[4]
This record from the Open Molecules 2025 dataset describes a 9-piece molecular cluster, C10H38N14O9 overall at a distorted geometry. The level of theory is ωB97M-V with the def2-TZVPD basis set.

Computed properties:
- LUMO energy (eV) = -0.20
- HOMO-LUMO gap (eV) = 8.944
- SMILES string = NC(N)=O.NC(N)=O.NC(N)=O.NC(N)=O.NC(N)=O.NC(N)=O.NC(N)=O.CCO.CO
- E_HOMO (eV) = -9.145

The geometry in XYZ format:
```
71
C10H38N14O9 | the Open Molecules 2025 dataset | ωB97M-V with the def2-TZVPD basis set
N -0.48 0.18 -3.89
C 0.61 0.84 -4.20
N 1.52 0.08 -4.78
O 0.84 2.12 -3.83
H -1.20 0.62 -3.34
H -0.80 -0.59 -4.40
H 2.52 0.52 -4.86
H 1.35 -0.70 -5.46
N -0.89 -0.86 -0.79
C -1.04 0.43 -0.78
N -0.41 0.92 0.26
O -1.92 1.11 -1.53
H -1.53 -1.30 -1.46
H 0.12 -1.21 -0.99
H -0.43 1.94 0.34
H 0.31 0.42 0.87
N 1.58 -1.86 -1.18
C 1.11 -2.76 -1.95
N 1.06 -2.32 -3.15
O 0.59 -3.95 -1.59
H 1.66 -1.98 -0.16
H 2.26 -1.15 -1.54
H 0.63 -3.04 -3.80
H 1.05 -1.34 -3.38
N 4.02 2.47 1.71
C 2.83 2.56 2.18
N 1.86 3.13 1.50
O 2.55 2.16 3.42
H 4.66 1.87 2.29
H 4.32 2.60 0.76
H 0.99 3.14 1.98
H 1.96 3.37 0.50
N 1.34 -2.12 1.54
C 1.93 -1.06 2.05
N 1.09 -0.10 2.33
O 3.28 -1.03 2.29
H 1.89 -2.95 1.48
H 0.31 -2.23 1.48
H 1.38 0.75 2.84
H 0.02 -0.30 2.43
N 0.27 1.73 4.76
C -0.67 2.15 3.97
N -1.84 1.77 4.38
O -0.40 2.94 2.78
H 1.24 1.89 4.50
H 0.13 1.38 5.68
H -2.64 2.03 3.79
H -2.08 1.15 5.19
N -1.53 -0.32 2.49
C -1.92 -1.53 2.47
N -1.51 -2.18 1.41
O -2.54 -2.03 3.57
H -1.79 0.23 3.34
H -1.27 0.17 1.56
H -1.85 -3.17 1.32
H -1.20 -1.64 0.54
C -3.93 -2.81 -1.64
C -2.61 -3.43 -2.09
O -1.96 -2.58 -2.97
H -3.76 -2.18 -0.70
H -4.64 -3.62 -1.39
H -4.38 -2.17 -2.32
H -2.87 -4.36 -2.58
H -2.06 -3.71 -1.13
H -1.26 -3.14 -3.28
C 0.61 4.52 -1.39
O 1.27 3.32 -1.22
H 0.92 5.00 -2.36
H 0.88 5.29 -0.70
H -0.47 4.32 -1.32
H 0.89 2.64 -1.82
```


The following energy relative to the best compared isomer or geometry (same formula, charge and spin) values (in kJ/mol) correspond, in order, to the records above: 39.8 0.0 108.3 797.9.